Record 1
ORCA calculation (ωB97M-V/def2-TZVPD) on a structure of composition C27H43BrHfN2P2.

## Properties
HOMO energy (spin up / spin down) (eV): -19.316 / -19.316
E (eV): -121557.5780
Orbital gap (spin up / spin down) (eV): 4.1 / 4.1
LUMO (spin up / spin down) (eV): -15.24 / -15.25

```
! wB97M-V def2-TZVPD RIJCOSX def2/J DEFGRID3
* xyz 4 1
N -5.66462 2.11467 -1.11860
C -5.15756 2.58875 0.02124
C -3.79559 2.47274 0.33557
C -2.93945 1.87234 -0.60317
C -3.49287 1.35294 -1.79089
C -4.87691 1.51546 -2.00073
C -1.46570 1.86818 -0.37288
Hf -0.16698 0.38408 0.45179
P 2.22362 -0.03107 0.50857
C -0.52586 1.43253 -1.43168
C 0.36073 2.50946 -1.97528
C 1.63954 2.22863 -2.49898
C 2.66651 3.14863 -2.28935
C 2.31443 4.28443 -1.52095
C 0.99546 4.81532 -1.67732
C -0.01327 3.87475 -1.84183
Br 2.92237 4.35443 0.19523
H -1.13854 2.71627 0.25518
H -0.82341 0.66437 -2.14953
H -3.41249 2.82891 1.29215
H -2.87472 0.85195 -2.53803
H -5.83641 3.09421 0.71354
H -5.31662 1.15259 -2.92774
H 1.81647 1.28471 -3.02058
H -1.06302 4.18210 -1.75772
H 3.67804 2.94991 -2.62379
H 0.78447 5.87272 -1.52390
P -1.19070 -1.90334 -0.05095
C 3.67013 1.11040 0.69700
C 5.16271 0.75385 0.64833
H 3.46176 1.63129 1.64387
H 3.48003 1.85283 -0.09043
H 5.71729 1.62599 1.03908
H 5.47362 -0.10336 1.25446
H 5.50217 0.60256 -0.38390
C 2.55037 -0.96770 -1.05375
C 3.93175 -1.58368 -1.24274
H 2.34371 -0.26511 -1.88280
H 1.79154 -1.75949 -1.14212
H 3.91868 -2.17547 -2.17018
H 4.71729 -0.82639 -1.36209
H 4.21138 -2.26011 -0.42113
C 2.34765 -1.08650 2.03241
C 3.75401 -1.28310 2.60009
H 1.83917 -2.04922 1.86507
H 1.75215 -0.54732 2.79543
H 3.69371 -1.90890 3.49762
H 4.43840 -1.77944 1.89884
H 4.20116 -0.32759 2.90558
C -1.17611 -3.09833 1.35572
C -1.80118 -4.48437 1.13460
H -1.69493 -2.59090 2.18299
H -0.12507 -3.20827 1.65870
H -2.89672 -4.45581 1.08604
H -1.43272 -4.99418 0.23624
H -1.54295 -5.12701 1.98530
C -0.40552 -2.93456 -1.37829
C -0.33319 -2.28306 -2.75480
H -0.99446 -3.86222 -1.43323
H 0.59206 -3.21767 -1.01060
H -1.33208 -2.06227 -3.15198
H 0.25686 -1.35709 -2.77378
H 0.14605 -2.98076 -3.45611
C -2.92791 -2.12447 -0.62790
C -4.00825 -1.61394 0.30687
H -3.04034 -3.20515 -0.80214
H -3.00647 -1.63477 -1.60748
H -4.95303 -2.11648 0.07613
H -3.79390 -1.79679 1.36842
H -4.17921 -0.53994 0.16951
C -1.66419 1.14769 4.82528
C -1.16584 0.98466 3.49105
N -0.73923 0.84833 2.41102
H -0.93538 0.75823 5.55547
H -2.61557 0.59790 4.94001
H -1.83627 2.21696 5.02490
*
```



Record 2
ORCA calculation (ωB97M-V/def2-TZVPD) on a structure of composition C27H43CsF6N12OPS2.

## Properties
HOMO energy (spin up / spin down) (eV): -1.804 / -1.374
Energy relative to the best compared isomer or geometry (same formula, charge and spin) (kcal per mole): 0.00
E (eV): -96445.4636
Orbital gap (spin up / spin down) (eV): 5.3 / 4.9
LUMO (spin up / spin down) (eV): 3.51 / 3.51

```
! wB97M-V def2-TZVPD RIJCOSX def2/J DEFGRID3
* xyz -2 2
Cs -0.21999 1.68356 -0.14777
C 1.44743 -4.97762 -0.96065
N 1.90553 -3.68371 -1.40826
C 3.07259 -3.72568 -2.27598
C 3.55917 -2.29051 -2.24338
N 3.12735 -1.84255 -0.93169
C 3.07438 -0.39831 -0.75731
C 2.01470 -2.58495 -0.54202
N 1.28076 -2.21226 0.42358
C 0.06374 -2.88851 0.79889
C -0.68873 -2.05326 1.85899
N -1.89910 -1.38441 1.41679
C -2.87276 -1.95161 0.82830
N -3.96519 -1.22538 0.37334
C -3.80845 0.19970 0.15093
C -4.64341 -1.99525 -0.65826
C -4.38089 -3.41287 -0.18314
N -3.08525 -3.29649 0.47106
C -2.77768 -4.36441 1.39013
H 1.38731 -5.63442 -1.83001
H 0.45792 -4.92399 -0.51911
H 2.13656 -5.43503 -0.23433
H 2.79730 -4.05101 -3.28025
H 3.83110 -4.41304 -1.86938
H 3.08050 -1.70720 -3.03837
H 4.64199 -2.20711 -2.35222
H 4.07671 0.01996 -0.86522
H 2.67343 -0.11683 0.21882
H 2.43566 0.04259 -1.53542
H 0.27253 -3.87878 1.23052
H -0.59190 -3.04600 -0.06618
H 0.00709 -1.27136 2.16934
H -0.88365 -2.66208 2.75538
H -3.29976 0.64941 0.99845
H -4.79658 0.64846 0.04093
H -3.24594 0.40048 -0.76345
H -4.20952 -1.81461 -1.64505
H -5.70549 -1.75077 -0.69520
H -4.34658 -4.13649 -0.99907
H -5.14536 -3.73409 0.54160
H -2.74675 -5.31019 0.84442
H -3.54051 -4.45285 2.17936
H -1.81164 -4.21824 1.86156
N 0.45165 2.60782 -4.25569
C 1.44587 3.15449 -3.48487
N 1.87826 2.66814 -2.37480
C 2.86640 3.48167 -1.83528
C 3.43361 3.31025 -0.57323
C 4.38714 4.22241 -0.15214
C 4.77598 5.29529 -0.95788
C 4.19262 5.49165 -2.19956
C 3.23402 4.58209 -2.62369
S 2.26742 4.59533 -4.06866
H -0.08206 1.90556 -3.75895
H -0.17964 3.30849 -4.62105
H 3.07168 2.51339 0.07881
H 4.82080 4.10979 0.83459
H 5.51946 5.99785 -0.59990
H 4.46125 6.34411 -2.81157
N -1.81630 0.41873 5.87923
C -1.88059 1.39653 4.90187
C -2.04663 1.04821 3.55045
N -2.07850 1.96546 2.60910
C -1.91226 3.24095 2.97977
C -1.74912 3.57057 4.30880
N -1.74837 2.65676 5.28370
H -2.23949 -0.46546 5.65586
H -1.97952 0.75286 6.81399
H -2.14616 0.01613 3.22533
H -1.90199 3.99211 2.19805
H -1.61357 4.60331 4.60813
F -2.16850 0.70846 -4.25084
P -3.44519 -0.29043 -4.19767
F -4.06741 0.52787 -2.96237
F -4.67625 -1.33879 -4.14417
F -2.60576 -1.23873 -3.15993
F -4.23916 0.62082 -5.25093
F -2.77958 -1.14761 -5.42940
S -0.88992 4.95024 -1.58190
N -0.05914 -1.83544 -4.71324
C 1.00740 -2.28535 -4.76483
H -1.01095 -1.48690 -4.68987
C 1.86829 0.81268 3.80422
C 2.36319 1.77412 2.71108
C 2.09224 3.22511 3.14612
O 1.79636 1.49426 1.50609
H 2.30497 1.02264 4.78937
H 2.10695 -0.21512 3.51904
H 0.77899 0.89616 3.88162
H 3.47995 1.66425 2.69642
H 1.02111 3.35323 3.33683
H 2.36976 3.90690 2.33893
H 2.64210 3.50483 4.05440
*
```



Record 3
ORCA calculation (ωB97M-V/def2-TZVPD) on the ion C27H43F2OSi4 with charge +1.

## Properties
HOMO energy (eV): -10.566
E (eV): -67684.7551
Orbital gap (eV): 6.5
LUMO (eV): -4.07

```
! wB97M-V def2-TZVPD RIJCOSX def2/J DEFGRID3
* xyz 1 1
C 2.51651 -2.45132 3.46205
Si 1.43806 -2.31296 1.91828
C 2.55016 -2.34557 0.39723
C 0.25472 -3.77404 1.81380
Si 0.23416 -0.29356 2.06391
Si -1.04824 -0.38559 4.01866
C -0.80342 -1.95460 5.04686
C -0.62136 1.14818 5.03229
C -2.86645 -0.33190 3.54549
Si 1.83093 1.38741 2.04194
C 2.86437 1.41627 3.60688
C 2.85574 1.16464 0.48082
C 0.88815 3.01303 1.88275
O -0.68622 0.74476 0.70934
C -1.93146 0.80960 0.36480
C -2.69460 -0.43244 0.12702
C -2.46899 2.14955 -0.00611
H 3.04323 -3.41576 3.41220
H 3.27006 -1.65606 3.51448
H 1.93681 -2.43337 4.39149
H 2.86284 -3.38576 0.21945
H 2.01931 -1.99766 -0.49848
H 3.45170 -1.73330 0.51902
H 0.84478 -4.69808 1.71847
H -0.39463 -3.87328 2.69118
H -0.38589 -3.69605 0.92471
H -1.56573 -1.93811 5.84279
H -0.95298 -2.87170 4.46237
H 0.18336 -1.99946 5.52390
H -1.43345 1.31311 5.75736
H 0.31855 1.01911 5.58648
H -0.53664 2.05539 4.42059
H -3.45866 -0.12581 4.44826
H -3.09292 0.44938 2.80571
H -3.20198 -1.29480 3.14085
H 3.52256 2.29421 3.52935
H 2.24997 1.53083 4.50840
H 3.48839 0.52214 3.71854
H 3.30008 2.14170 0.23937
H 3.66371 0.43452 0.60782
H 2.23667 0.85428 -0.37283
H 1.60602 3.84472 1.96132
H 0.38474 3.08828 0.90860
H 0.13229 3.14894 2.66411
H -3.73534 -0.17311 -0.10862
H -2.26234 -0.98010 -0.72894
H -2.69403 -1.11142 0.99506
H -2.88507 2.01053 -1.01544
H -1.63932 2.87055 -0.09570
F -0.93570 6.39894 2.67842
C -1.75148 5.32546 2.92915
C -2.12152 5.05758 4.24093
C -2.89625 3.91694 4.47430
C -3.37792 3.15167 3.40519
C -3.00553 3.45303 2.09453
C -3.54666 2.66862 0.88842
C -4.45527 3.56922 0.06080
C -5.25915 3.08180 -0.93112
C -5.33946 3.66177 -2.25779
C -4.57966 4.81610 -2.58314
C -4.53320 5.22277 -3.90938
F -3.75893 6.31090 -4.23334
C -5.24304 4.58418 -4.92711
C -6.01719 3.46745 -4.58760
C -6.07903 3.01885 -3.27620
C -2.17194 4.54298 1.84694
H -1.80696 5.71513 5.04558
H -3.14394 3.62343 5.49619
H -4.06245 2.32153 3.58731
H -4.14567 1.82365 1.26630
H -4.43625 4.63613 0.31336
H -5.84911 2.17029 -0.75294
H -4.01226 5.33719 -1.80733
H -5.19104 4.95601 -5.94449
H -6.58330 2.94920 -5.35918
H -6.67139 2.14576 -3.00424
H -1.87299 4.80803 0.83251
*
```



Record 4
ORCA calculation (ωB97M-V/def2-TZVPD) on a cluster of 11 separate species, C27H44BClN11O5 in total.

## Properties
HOMO energy (eV): -12.512
E (eV): -68534.3226
Orbital gap (eV): 10.1
LUMO (eV): -2.44

```
! wB97M-V def2-TZVPD RIJCOSX def2/J DEFGRID3
* xyz 1 1
O 2.08254 -5.36739 2.01727
C 2.04901 -4.39510 1.33963
O 2.35979 -3.19682 1.84114
C 1.68785 -4.51869 -0.13478
C 0.16197 -4.67699 -0.31619
Cl -0.14615 -5.28676 -1.98374
C -0.56579 -3.35280 -0.13697
C -2.10358 -3.38840 0.00485
O -2.78407 -3.14292 -1.23774
B -2.42826 -2.14979 1.00287
O -2.48068 -0.87842 0.46608
O -2.59378 -2.36655 2.35362
C -2.60751 -4.72856 0.57964
C -1.54564 -5.38715 1.45832
N -0.34452 -5.75520 0.62539
H 1.65346 -2.53434 1.72466
H 2.22363 -5.37083 -0.56566
H 2.00983 -3.61908 -0.67393
H -0.32992 -2.73925 -1.01566
H -0.13563 -2.82709 0.72801
H -2.18862 -3.28480 -1.98405
H -1.68764 -0.66250 -0.04913
H -1.71551 -2.45301 2.76938
H -3.48999 -4.56418 1.21159
H -2.88898 -5.42072 -0.22537
H -1.23611 -4.76046 2.30090
H -1.92199 -6.32862 1.87920
H 0.42714 -6.07013 1.24350
H -0.60980 -6.55980 0.05105
C -0.41951 -0.09885 -3.48554
C 0.17632 -0.30035 -2.17141
N 0.64947 -0.45976 -1.13224
H -0.03614 0.81821 -3.92708
H -0.17451 -0.93150 -4.14204
H -1.50138 -0.01063 -3.39010
C -4.97154 4.57392 2.05636
C -3.71937 5.32353 2.09952
N -2.76485 5.96265 2.12849
H -5.70234 5.13563 1.47487
H -4.81057 3.59818 1.60062
H -5.35120 4.43589 3.06714
C -1.46524 4.27379 -2.69150
C -1.87112 3.27633 -3.67539
N -2.18642 2.51988 -4.48016
H -1.50937 3.85404 -1.68764
H -0.44136 4.58596 -2.89530
H -2.11483 5.14377 -2.75131
C 4.88763 -1.36326 2.60217
C 5.89768 -0.33603 2.83663
N 6.68747 0.47823 3.02145
H 4.01473 -0.91869 2.12596
H 5.28224 -2.14051 1.95218
H 4.58563 -1.81059 3.54750
C 1.50895 0.14916 4.28825
C 0.73508 -0.85491 3.57674
N 0.08164 -1.60537 2.99855
H 0.93089 1.07160 4.33238
H 1.73896 -0.18842 5.29967
H 2.44234 0.33798 3.76026
C -1.93265 -1.51729 -7.24038
C -0.58623 -1.47459 -6.67873
N 0.47918 -1.44027 -6.24668
H -1.87558 -1.68204 -8.31470
H -2.49929 -2.32769 -6.78558
H -2.43930 -0.57215 -7.04986
C -0.43398 7.57116 -4.83567
C -1.74505 7.31506 -4.24758
N -2.78842 7.13090 -3.79735
H 0.16840 6.66438 -4.81626
H -0.55427 7.89401 -5.86799
H 0.07556 8.35159 -4.27372
C 4.84188 -1.47625 -1.76824
C 4.83115 -2.60219 -0.83940
N 4.82308 -3.47753 -0.09316
H 3.87590 -1.39631 -2.26451
H 5.03818 -0.55407 -1.22344
H 5.62011 -1.62282 -2.51483
C -3.81892 8.36907 -0.49577
C -5.15642 7.98744 -0.05531
N -6.19822 7.66665 0.30978
H -3.13622 7.53294 -0.35603
H -3.83509 8.64660 -1.54822
H -3.47003 9.21378 0.09594
C 5.41047 -0.28812 8.37479
C 4.25665 -0.40040 7.49024
N 3.35203 -0.48961 6.78755
H 5.67603 -1.27123 8.75864
H 6.25402 0.12291 7.82312
H 5.17112 0.36962 9.20821
*
```



Q: Number 3 is which compound?
A: C27H43F2OSi4



Q: Among the records above, which one has the lowest E?
A: C27H43BrHfN2P2



Q: Which value of E does entry 3 give?
A: -67684.7551 eV



Q: Which value of E does entry 4 give?
A: -68534.3226 eV